(A)
Below is a cluster of 2 separate species, C2H4N2O in total, with properties calculated with ωB97M-V/def2-TZVPD.

Geometry (Å):
C -0.426 -0.490 0.980
C 1.529 0.299 -0.200
N -3.568 0.048 -0.912
N -3.343 0.058 0.162
O 0.258 0.411 0.525
H 0.191 -1.429 0.812
H 2.102 1.075 0.175
H 1.427 0.699 -1.290
H 1.829 -0.672 -0.251

Properties
* net charge: 0
* gap between HOMO and LUMO: 9.10 eV
* HOMO: -8.25 eV
* lowest unoccupied orbital energy: 0.85 eV

(B)
Below is the molecule C2H4N2O, with properties calculated with ωB97M-V/def2-TZVPD.

Geometry (Å):
C -2.841 -0.109 0.350
C 0.944 -0.188 0.067
N -1.324 -0.456 -0.372
N -0.453 0.039 0.353
O -3.757 0.091 -0.355
H -2.587 0.058 1.422
H 1.464 0.723 0.358
H 1.213 -0.395 -0.930
H 1.405 -0.870 0.715

Properties
* net charge: 0
* gap between HOMO and LUMO: 9.01 eV
* HOMO: -8.79 eV
* lowest unoccupied orbital energy: 0.21 eV
* SMILES: C/N=N/C=O

Which structure wins on stability? (B) wins.

(A)
Below is a cluster of 2 separate species, C4H12NO3 in total, with properties calculated with ωB97M-V/def2-TZVPD.

Geometry (Å):
C -0.111 1.443 0.891
N 0.065 0.888 -0.508
C -0.077 -0.616 -0.540
C 0.453 -1.645 0.487
O 0.067 -1.361 1.840
C -1.717 -0.880 -0.788
O -2.178 0.243 -1.326
H -0.044 0.746 1.707
H 0.818 2.012 1.096
H -0.937 2.172 0.945
H -0.958 0.909 -1.093
H 0.622 -0.843 -1.381
H -0.011 -2.546 0.125
H 1.514 -1.500 0.622
H -0.847 -1.127 2.021
H -1.956 -1.799 -1.359
H -2.219 -1.051 0.228
H 1.843 1.183 -1.148
H 2.999 2.093 -0.509
O 2.676 1.678 -1.309

Properties
* net charge: -1
* gap between HOMO and LUMO: 7.36 eV
* HOMO: -3.61 eV
* lowest unoccupied orbital energy: 3.75 eV

(B)
Below is a cluster of 2 separate species, C4H12NO3 in total, with properties calculated with ωB97M-V/def2-TZVPD.

Geometry (Å):
C -0.140 -0.547 0.009
C 1.379 -0.366 0.088
C 1.802 1.067 0.464
O 1.251 1.545 1.651
N -0.607 -0.069 -1.316
C -1.962 -0.425 -1.649
O -1.996 -1.414 -2.675
H -0.313 -1.620 0.076
H -0.625 0.055 0.769
H 1.766 -1.049 0.851
H 1.911 -0.609 -0.838
H 2.905 1.097 0.582
H 1.483 1.758 -0.349
H -0.514 0.923 -1.441
H -2.603 0.385 -2.011
H -2.458 -0.813 -0.751
H -1.076 -1.652 -2.842
H -0.620 0.797 3.628
H 0.430 0.787 2.490
O -0.012 0.151 3.264

Properties
* net charge: -1
* gap between HOMO and LUMO: 7.06 eV
* HOMO: -3.43 eV
* lowest unoccupied orbital energy: 3.63 eV

(C)
Below is a cluster of 2 separate species, C4H12NO3 in total, with properties calculated with ωB97M-V/def2-TZVPD.

Geometry (Å):
C -0.515 1.441 0.869
N -0.038 0.940 -0.451
C -0.187 -0.546 -0.602
C 1.029 -1.252 0.027
O 0.967 -1.138 1.470
C -1.530 -1.177 -0.107
O -2.599 -0.569 -0.570
H -1.337 0.801 1.142
H 0.275 1.141 1.573
H -0.759 2.508 0.871
H -0.496 1.407 -1.220
H -0.124 -0.655 -1.694
H 0.921 -2.343 -0.081
H 2.030 -0.903 -0.216
H 0.117 -1.487 1.769
H -1.330 -2.311 -0.367
H -1.525 -1.315 0.998
H 2.677 2.044 0.048
H 1.769 1.294 -1.008
O 2.379 2.070 -0.857

Properties
* net charge: -1
* gap between HOMO and LUMO: 6.68 eV
* HOMO: -2.91 eV
* lowest unoccupied orbital energy: 3.77 eV

Which structure wins on stability? (B) wins.

(A)
Below is a structure of composition C37H34BF4InN4O5PS, with properties calculated with ωB97M-V/def2-TZVPD.

Geometry (Å):
In 0.229 -1.178 0.351
C 0.404 -3.367 3.281
O -0.594 -2.564 2.661
C -1.864 -3.186 2.659
C -2.891 -2.249 2.049
O -2.787 -2.023 0.653
C -3.385 -3.030 -0.164
C -2.401 -3.876 -0.944
O -1.790 -3.059 -1.929
C -1.044 -3.824 -2.870
H 0.176 -3.505 4.343
H 1.352 -2.848 3.164
H 0.489 -4.341 2.795
H -2.169 -3.369 3.698
H -1.834 -4.150 2.135
H -2.764 -1.274 2.524
H -3.892 -2.632 2.275
H -4.018 -2.506 -0.883
H -4.012 -3.685 0.449
H -2.946 -4.695 -1.430
H -1.645 -4.304 -0.281
H -1.713 -4.449 -3.471
H -0.308 -4.462 -2.382
H -0.522 -3.116 -3.512
S 2.447 2.418 7.349
N 3.285 1.570 6.267
C 2.501 1.382 5.223
C 2.861 0.713 3.996
C 4.102 0.098 3.796
C 4.374 -0.472 2.578
C 3.428 -0.347 1.559
N 2.246 0.223 1.732
C 1.927 0.703 2.949
C 0.559 1.202 3.158
N -0.344 0.988 2.191
C -1.580 1.419 2.366
C -2.005 2.116 3.494
C -1.095 2.332 4.505
C 0.206 1.847 4.358
C 1.209 1.969 5.387
N 1.060 2.580 6.547
H 4.814 0.083 4.612
H 5.296 -1.004 2.391
H 3.635 -0.715 0.562
H -2.275 1.204 1.559
H -3.027 2.461 3.573
H -1.360 2.853 5.415
O 3.518 0.100 -2.518
C 2.518 0.633 -2.831
O 1.357 0.523 -1.998
C 2.190 1.487 -3.992
C 3.018 1.738 -5.073
C 2.546 2.570 -6.078
C 1.281 3.144 -6.001
C 0.449 2.892 -4.918
C 0.918 2.056 -3.921
P 0.145 1.476 -2.406
C 0.009 2.791 -1.213
C -1.032 3.713 -1.344
C -1.086 4.795 -0.485
C -0.094 4.963 0.475
C 0.948 4.055 0.583
C 1.002 2.950 -0.251
C -1.333 0.562 -2.790
C -2.498 0.678 -2.037
C -3.631 -0.009 -2.440
C -3.595 -0.803 -3.578
C -2.427 -0.927 -4.318
C -1.293 -0.236 -3.935
H 4.004 1.296 -5.129
H 3.172 2.773 -6.937
H 0.939 3.793 -6.795
H -0.540 3.327 -4.862
H -1.789 3.587 -2.110
H -1.892 5.513 -0.560
H -0.133 5.817 1.139
H 1.717 4.198 1.332
H 1.786 2.211 -0.144
H -2.518 1.291 -1.145
H -4.544 0.080 -1.868
H -4.487 -1.331 -3.891
H -2.399 -1.557 -5.197
H -0.384 -0.313 -4.519
F 2.442 -2.515 -0.751
B 2.405 -3.582 0.204
F 1.010 -3.858 0.419
F 3.040 -4.698 -0.274
F 2.926 -3.113 1.415

Properties
* net charge: +1
* gap between HOMO and LUMO: 7.34 eV
* HOMO: -10.59 eV
* lowest unoccupied orbital energy: -3.26 eV

(B)
Below is a structure of composition C37H34BF4InN4O5PS, with properties calculated with ωB97M-V/def2-TZVPD.

Geometry (Å):
In -0.648 0.870 0.959
C 1.693 4.006 2.184
O 1.204 2.729 2.570
C 0.627 2.742 3.868
C -0.803 3.236 3.832
O -1.648 2.380 3.078
C -2.578 1.600 3.827
C -1.983 0.452 4.605
O -1.510 -0.545 3.721
C -0.964 -1.650 4.416
H 2.420 4.375 2.914
H 0.888 4.740 2.083
H 2.183 3.891 1.222
H 1.209 3.389 4.535
H 0.677 1.721 4.248
H -0.830 4.216 3.351
H -1.186 3.352 4.851
H -3.286 1.212 3.095
H -3.108 2.246 4.532
H -2.769 0.043 5.252
H -1.167 0.794 5.257
H -1.681 -2.053 5.138
H -0.044 -1.377 4.941
H -0.735 -2.421 3.681
S 3.656 4.716 -4.857
N 4.120 3.522 -3.876
C 3.109 3.297 -3.055
C 3.081 2.301 -1.999
C 4.182 1.515 -1.661
C 4.058 0.586 -0.652
C 2.819 0.453 -0.027
N 1.770 1.201 -0.328
C 1.893 2.140 -1.277
C 0.737 3.031 -1.508
N -0.333 2.876 -0.715
C -1.373 3.682 -0.869
C -1.409 4.697 -1.826
C -0.319 4.869 -2.643
C 0.784 4.024 -2.489
C 1.986 4.136 -3.295
N 2.170 4.981 -4.294
H 5.112 1.651 -2.200
H 4.895 -0.030 -0.351
H 2.665 -0.283 0.758
H -2.227 3.502 -0.229
H -2.287 5.321 -1.916
H -0.287 5.639 -3.404
O 2.029 -2.898 2.311
C 1.454 -3.177 1.319
O 0.621 -2.220 0.688
C 1.435 -4.434 0.535
C 2.100 -5.596 0.887
C 1.974 -6.695 0.051
C 1.202 -6.626 -1.107
C 0.538 -5.457 -1.457
C 0.664 -4.363 -0.619
P -0.043 -2.719 -0.695
C 0.562 -1.810 -2.081
C -0.241 -0.813 -2.642
C 0.247 -0.089 -3.720
C 1.509 -0.363 -4.226
C 2.303 -1.360 -3.664
C 1.833 -2.093 -2.591
C -1.796 -2.725 -0.569
C -2.457 -2.359 0.601
C -3.837 -2.453 0.640
C -4.538 -2.910 -0.465
C -3.873 -3.274 -1.631
C -2.496 -3.180 -1.693
H 2.698 -5.629 1.789
H 2.478 -7.618 0.303
H 1.114 -7.497 -1.742
H -0.058 -5.413 -2.360
H -1.215 -0.584 -2.222
H -0.364 0.692 -4.154
H 1.885 0.205 -5.068
H 3.285 -1.565 -4.070
H 2.448 -2.869 -2.152
H -1.913 -1.967 1.452
H -4.367 -2.127 1.525
H -5.618 -2.958 -0.428
H -4.433 -3.607 -2.494
H -1.971 -3.430 -2.608
F -3.445 0.621 0.771
B -3.625 0.848 -0.630
F -4.015 2.166 -0.843
F -2.318 0.639 -1.225
F -4.518 -0.067 -1.161

Properties
* net charge: +1
* gap between HOMO and LUMO: 7.02 eV
* HOMO: -10.18 eV
* lowest unoccupied orbital energy: -3.16 eV

Which structure wins on stability? (B) wins.

(A)
Below is the molecule C3H6ClNO, with properties calculated with ωB97M-V/def2-TZVPD.

Geometry (Å):
C -1.638 -0.969 -0.072
C 0.099 0.749 -0.119
C 1.624 0.968 0.129
H -1.821 -1.368 0.921
H -2.358 -0.228 -0.444
H -1.755 -1.795 -0.776
H 0.438 -1.172 0.140
H 1.932 1.893 -0.362
H 1.697 1.172 1.157
N -0.281 -0.529 -0.084
O -0.654 1.690 -0.281
Cl 2.717 -0.411 -0.210

Properties
* net charge: 0
* gap between HOMO and LUMO: 10.66 eV
* HOMO: -9.86 eV
* lowest unoccupied orbital energy: 0.80 eV
* SMILES: CNC(=O)CCl

(B)
Below is a cluster of 2 separate species, C3H6ClNO in total, with properties calculated with ωB97M-V/def2-TZVPD.

Geometry (Å):
C -1.206 -0.724 -0.216
C 0.510 1.134 -0.567
C 0.130 -0.127 0.005
N -1.364 -1.942 -0.322
O 1.047 -1.093 -0.055
Cl -2.491 0.469 0.136
H -0.277 1.922 -0.544
H 1.580 1.495 -0.071
H 0.700 0.857 -1.642
H -0.260 -0.042 1.730
H -2.140 -2.549 -0.034
H 0.590 -1.915 -0.082

Properties
* net charge: 0
* gap between HOMO and LUMO: 9.06 eV
* HOMO: -9.17 eV
* lowest unoccupied orbital energy: -0.11 eV

(C)
Below is the molecule C3H6ClNO, with properties calculated with ωB97M-V/def2-TZVPD.

Geometry (Å):
C -1.887 0.176 0.097
C 0.414 -0.475 -0.362
C 1.881 -0.289 0.081
H -2.381 -0.208 0.949
H -2.450 1.080 -0.071
H -2.143 -0.582 -0.644
H -0.037 1.339 0.323
H 1.966 -0.789 1.087
H 2.607 -0.775 -0.631
N -0.413 0.423 0.129
O 0.083 -1.445 -0.983
Cl 2.360 1.545 0.024

Properties
* net charge: 0
* gap between HOMO and LUMO: 10.83 eV
* HOMO: -9.98 eV
* lowest unoccupied orbital energy: 0.85 eV
* SMILES: CNC(=O)CCl

(D)
Below is a cluster of 2 separate species, C3H6ClNO in total, with properties calculated with ωB97M-V/def2-TZVPD.

Geometry (Å):
C -0.026 0.320 0.030
C -0.049 -1.090 0.505
C 1.163 0.764 -0.789
N -1.284 1.011 -0.120
O -0.557 1.262 0.940
Cl -3.207 -0.492 0.337
H -0.502 -1.844 -0.088
H -0.688 -1.263 1.338
H 0.833 -1.440 0.779
H 1.974 1.132 -0.126
H 0.836 1.701 -1.254
H 1.508 -0.062 -1.553

Properties
* net charge: 0
* gap between HOMO and LUMO (alpha / beta): 7.73 / 9.49 eV
* HOMO (alpha / beta): -9.95 / -10.47 eV
* lowest unoccupied orbital energy (alpha / beta): -2.22 / -0.98 eV

Which structure wins on stability? (A) wins.

(A)
Below is the molecule C2H2ClNO, with properties calculated with ωB97M-V/def2-TZVPD.

Geometry (Å):
C -1.124 -0.600 0.084
C 0.065 0.209 0.230
N -1.982 -1.367 -0.006
O 0.947 -0.384 -0.834
Cl -0.122 1.991 0.016
H 0.415 0.135 1.397
H 1.801 0.016 -0.888

Properties
* net charge: 0
* gap between HOMO and LUMO: 12.17 eV
* HOMO: -11.76 eV
* lowest unoccupied orbital energy: 0.42 eV
* SMILES: N#C[C@@H](O)Cl

(B)
Below is the molecule C2H2ClNO, with properties calculated with ωB97M-V/def2-TZVPD.

Geometry (Å):
C -0.846 -0.589 0.392
C 0.416 0.182 0.396
N -1.709 -1.249 -0.034
O 1.068 -0.261 -0.792
Cl -0.474 1.837 0.232
H 1.000 0.001 1.331
H 0.543 0.080 -1.525

Properties
* net charge: 0
* gap between HOMO and LUMO: 11.70 eV
* HOMO: -11.38 eV
* lowest unoccupied orbital energy: 0.32 eV
* SMILES: N#C[C@@H](O)Cl

Which structure wins on stability? (A) wins.

(A)
Below is the ion C6H10NO2 with charge +1, with properties calculated with ωB97M-V/def2-TZVPD.

Geometry (Å):
C 2.087 0.873 -0.005
C 2.656 -1.473 -0.025
C 0.379 -0.795 -0.257
C -0.218 0.575 -0.025
C -0.746 0.775 1.420
C -1.084 1.113 -1.123
N 1.773 -0.610 -0.016
O 3.211 1.292 0.041
O 0.972 1.470 -0.164
H 2.516 -2.563 0.071
H 3.741 -1.083 -0.028
H -0.082 -1.734 0.212
H 0.254 -1.063 -1.351
H -1.005 1.820 1.629
H -0.001 0.513 2.116
H -1.669 0.043 1.474
H -1.402 2.124 -0.891
H -1.904 0.386 -1.465
H -0.338 1.395 -1.941

Properties
* net charge: +1
* gap between HOMO and LUMO: 10.37 eV
* HOMO: -15.93 eV
* lowest unoccupied orbital energy: -5.56 eV
* SMILES: C=[N+]1CC(C)(C)OC1=O

(B)
Below is the ion C6H10NO2 with charge +1, with properties calculated with ωB97M-V/def2-TZVPD.

Geometry (Å):
C -1.534 1.232 -0.541
C -0.812 -1.240 -1.821
C 0.431 -0.834 -1.315
C -0.141 -0.486 1.106
C -0.637 0.805 1.685
C 1.890 0.370 0.089
N 0.588 -0.263 -0.095
O -1.615 0.582 -1.512
O -1.348 1.594 0.598
H -0.935 -1.378 -2.887
H -1.696 -1.323 -1.218
H 1.272 -0.710 -1.989
H 0.388 -0.938 2.052
H -1.039 -1.139 1.031
H -1.490 0.626 2.493
H 0.223 1.414 1.933
H 2.143 0.846 -0.865
H 1.777 1.141 0.805
H 2.535 -0.300 0.450

Properties
* net charge: +1
* gap between HOMO and LUMO (alpha / beta): 7.22 / 7.22 eV
* HOMO (alpha / beta): -12.13 / -12.13 eV
* lowest unoccupied orbital energy (alpha / beta): -4.91 / -4.91 eV

Which structure wins on stability? (A) wins.

(A)
Below is a structure of composition C5H6N6, with properties calculated with ωB97M-V/def2-TZVPD.

Geometry (Å):
C 0.868 0.354 -0.274
C 0.394 1.709 -0.070
C -0.892 1.702 0.078
C -1.675 0.548 0.162
C -2.241 -1.577 -0.228
H 2.931 -2.267 -0.194
H 2.674 -1.294 1.391
H 2.645 0.938 0.019
H 0.880 2.650 -0.291
H -1.381 2.649 -0.256
H -2.116 -2.701 0.023
N 3.023 -1.061 0.325
N 2.227 0.102 -0.304
N -3.060 0.521 0.164
N -3.341 -0.847 0.022
N -1.194 -0.645 -0.170
N 0.258 -0.783 -0.398

Properties
* net charge: 0
* gap between HOMO and LUMO: 9.04 eV
* HOMO: -9.17 eV
* lowest unoccupied orbital energy: -0.13 eV

(B)
Below is the molecule C5H6N6, with properties calculated with ωB97M-V/def2-TZVPD.

Geometry (Å):
C 0.954 0.380 0.296
C 0.850 -0.861 -1.742
C -1.156 -0.498 -0.581
C -2.500 0.205 0.981
C -0.479 0.224 0.378
H 3.435 0.314 0.428
H 3.499 1.187 1.895
H 1.336 -1.337 -2.616
H -0.894 -1.791 -2.178
H -3.252 -1.051 -0.480
H -3.392 0.392 1.502
N 2.992 0.902 1.088
N 1.658 0.954 1.222
N 1.567 -0.287 -0.844
N -0.515 -0.963 -1.802
N -2.482 -0.460 -0.210
N -1.328 0.652 1.326

Properties
* net charge: 0
* gap between HOMO and LUMO: 7.40 eV
* HOMO: -6.95 eV
* lowest unoccupied orbital energy: 0.45 eV
* SMILES: N/N=c1\nc[nH]c2[nH]cnc12

Which structure wins on stability? (B) wins.

(A)
Below is the molecule C5H8FNS, with properties calculated with ωB97M-V/def2-TZVPD.

Geometry (Å):
C -0.854 1.514 -0.124
C 0.218 0.564 -0.092
C -2.541 -0.667 -0.304
C 1.588 1.237 -0.070
C 1.017 -1.590 0.161
N -0.037 -0.669 -0.019
F -3.691 -1.269 0.038
S -2.449 1.006 0.103
H -0.686 2.583 -0.037
H -1.655 -1.202 -0.051
H 2.038 0.910 0.889
H 1.399 2.331 -0.059
H 2.080 0.677 -1.031
H 1.310 -1.662 1.191
H 0.444 -2.634 -0.116
H 1.819 -1.127 -0.479

Properties
* net charge: 0
* gap between HOMO and LUMO (alpha / beta): 7.32 / 7.75 eV
* HOMO (alpha / beta): -7.79 / -7.72 eV
* lowest unoccupied orbital energy (alpha / beta): -0.47 / 0.02 eV

(B)
Below is the molecule C5H8FNS, with properties calculated with ωB97M-V/def2-TZVPD.

Geometry (Å):
C -1.281 -0.642 0.383
C -0.090 -1.413 -0.252
C 1.198 -0.822 0.390
C 0.823 0.560 0.818
C -0.671 0.687 0.776
H -2.984 0.356 -0.412
H -3.141 -1.207 -0.272
H -1.628 -1.128 1.301
H -0.174 -2.504 -0.063
H -0.100 -1.229 -1.338
H 1.483 -1.452 1.296
H 1.440 1.081 1.540
H -1.186 1.235 1.571
N -2.430 -0.514 -0.522
F 2.224 -0.856 -0.525
S 0.213 1.621 -0.496

Properties
* net charge: 0
* gap between HOMO and LUMO: 9.69 eV
* HOMO: -8.92 eV
* lowest unoccupied orbital energy: 0.78 eV
* SMILES: N[C@H]1C[C@@H](F)[C@H]2S[C@H]21

Which structure wins on stability? (B) wins.